[1]
{
  "formula": "C12H12AsF5N2S5V",
  "method": "wB97M-V/def2-TZVPD",
  "charge": -2,
  "spin_multiplicity": 2,
  "e_homo_ev": [-0.73, -0.26],
  "e_lumo_ev": [4.317, 4.318],
  "symbols": ["V", "F", "C", "C", "F", "C", "F", "C", "S", "C", "F", "C", "F", "S", "As", "S", "S", "S", "C", "C", "N", "C", "C", "N", "C", "C", "H", "H", "H", "H", "H", "H", "H", "H", "H", "H", "H", "H"],
  "positions_angstrom": [[0.528343, 1.702319, -0.280302], [7.343000, -0.472710, 0.345998], [6.030738, -0.412015, 0.068841], [5.408353, 0.802175, -0.168275], [6.146209, 1.918906, -0.168065], [4.054006, 0.849148, -0.417178], [3.504593, 2.037283, -0.632514], [3.242912, -0.301787, -0.475950], [1.524947, -0.302816, -0.716423], [3.931665, -1.510721, -0.282480], [3.264813, -2.669915, -0.368159], [5.278546, -1.569386, -0.003070], [5.882111, -2.756439, 0.192354], [-0.196310, 6.109720, -0.426916], [-0.775966, 4.120311, -0.073126], [0.555533, 3.146936, 1.429842], [-0.462637, 2.866659, -1.910675], [-2.801386, 4.063123, 0.522651], [-2.682923, 0.545758, 0.854632], [-3.945717, -0.355742, 0.846869], [-3.672098, -1.618423, 0.148944], [-2.576482, -2.306488, 0.833349], [-1.314299, -1.402761, 0.884379], [-1.580927, -0.147022, 0.182249], [-1.959843, -0.447267, -1.202998], [-3.249426, -1.310563, -1.219933], [-2.365965, 0.771330, 1.873851], [-2.867576, 1.494012, 0.353701], [-4.779627, 0.137190, 0.341095], [-4.273966, -0.599157, 1.862216], [-2.373882, -3.237556, 0.295215], [-2.927548, -2.573598, 1.834817], [-0.459209, -1.887295, 0.411058], [-1.041312, -1.159029, 1.913615], [-1.123083, -0.974926, -1.667337], [-2.105736, 0.496819, -1.728200], [-3.088245, -2.259748, -1.741015], [-4.071619, -0.786323, -1.713074]],
  "atomic_forces_ev_per_a": [[-0.5, -1.7, 0.1], [0.2, 0.0, 0.0], [-0.3, 0.0, -0.1], [0.2, -0.2, 0.1], [0.1, 0.2, 0.1], [-0.6, -0.5, -0.2], [0.1, 0.3, 0.0], [1.0, -0.2, 0.0], [0.2, -0.6, 0.1], [-0.3, 0.5, -0.1], [0.0, -0.2, 0.1], [0.2, 0.0, 0.0], [0.1, -0.1, 0.0], [0.5, 0.2, -0.1], [-0.7, 1.1, 0.1], [0.1, 0.5, 0.7], [-0.2, 0.6, -0.7], [-0.4, -0.2, 0.1], [-0.2, 0.0, 0.0], [0.1, 0.0, 0.0], [-0.2, -0.1, 0.0], [0.0, 0.1, 0.0], [0.0, -0.1, 0.0], [0.3, 0.2, -0.2], [-0.1, -0.1, -0.1], [0.1, 0.0, 0.1], [0.0, 0.1, 0.0], [0.1, 0.1, 0.1], [0.0, 0.0, 0.0], [0.0, 0.0, 0.0], [0.0, 0.0, 0.0], [0.1, 0.0, 0.0], [0.0, 0.0, 0.1], [0.0, 0.0, 0.0], [0.0, 0.0, 0.0], [0.1, 0.0, 0.0], [0.0, 0.0, 0.0], [0.0, 0.0, 0.0]],
  "lowdin_charge": [-0.26, 0.09, -0.16, -0.16, 0.10, -0.24, 0.07, -0.51, 0.64, -0.26, 0.06, -0.16, 0.08, -0.26, -0.52, -0.02, 0.00, -0.19, -0.18, -0.16, -0.18, -0.17, -0.18, -0.19, -0.18, -0.16, 0.11, 0.01, 0.11, 0.10, 0.10, 0.10, 0.07, 0.12, 0.09, 0.07, 0.10, 0.11]
}

=====

[2]
{
  "formula": "Cl2H3N2P",
  "method": "wB97M-V/def2-TZVPD",
  "e_homo_ev": -9.58,
  "e_lumo_ev": 0.632,
  "smiles": "N=P(N)(Cl)Cl",
  "symbols": ["N", "P", "N", "Cl", "Cl", "H", "H", "H"],
  "positions_angstrom": [[-0.073953, -0.220764, 1.761886], [0.334039, -0.126236, 0.246248], [-0.853066, 0.078412, -0.878459], [1.520761, 1.354358, -0.390695], [1.511874, -1.703032, -0.143718], [-0.399697, 0.561606, 2.200505], [-0.482904, 0.580414, -1.680479], [-1.557056, -0.524759, -1.115285]],
  "atomic_forces_ev_per_a": [[2.0, -2.6, -3.6], [-1.3, -0.4, 3.0], [2.6, 2.1, -0.3], [0.5, 0.8, -0.1], [-0.2, -0.3, -0.1], [-1.3, 2.5, 1.3], [-0.4, -0.2, 0.0], [-1.9, -2.0, -0.1]],
  "lowdin_charge": [-0.24, -0.19, -0.15, 0.31, 0.29, -0.07, 0.02, 0.02]
}

=====

[3]
{
  "formula": "C4H9N2OS",
  "method": "wB97M-V/def2-TZVPD",
  "charge": -1,
  "e_homo_ev": -2.73,
  "e_lumo_ev": 3.620,
  "smiles": "NCNC(=O)CC[S-]",
  "symbols": ["N", "C", "N", "C", "O", "C", "C", "S", "H", "H", "H", "H", "H", "H", "H", "H", "H"],
  "positions_angstrom": [[1.433191, 1.705822, 0.123504], [1.751141, 0.426192, -0.434006], [1.264456, -0.768609, 0.280607], [0.023183, -1.336410, 0.321714], [-0.161934, -2.277048, 1.081662], [-1.052938, -0.765588, -0.566958], [-2.054909, 0.082626, 0.253071], [-2.275896, 1.769809, -0.382347], [1.428744, 1.693462, 1.155272], [0.469826, 1.980194, -0.118508], [1.404240, 0.385774, -1.447434], [2.827021, 0.279583, -0.465015], [1.899477, -1.166733, 0.961383], [-0.604158, -0.088359, -1.294352], [-1.565140, -1.569396, -1.084499], [-3.009458, -0.473710, 0.287076], [-1.776847, 0.122390, 1.328831]],
  "atomic_forces_ev_per_a": [[-0.7, 0.6, 0.7], [-0.1, -0.7, 0.7], [0.4, 0.4, -0.1], [-0.1, -0.2, -0.2], [-0.2, -0.2, 0.1], [0.6, 0.5, 0.3], [-0.6, -0.2, 0.8], [0.1, 0.0, 0.0], [0.2, -0.2, -0.7], [0.1, -0.2, -0.1], [-0.2, 0.1, -0.6], [0.3, 0.1, 0.0], [-0.2, 0.0, -0.1], [-0.2, -0.2, -0.1], [0.0, -0.2, 0.0], [0.2, 0.3, -0.2], [0.2, -0.1, -0.6]],
  "lowdin_charge": [0.00, -0.30, 0.06, -0.53, 0.01, -0.21, -0.77, 0.12, 0.07, 0.00, 0.10, 0.10, 0.12, 0.05, 0.10, 0.04, 0.04]
}

=====

[4]
{
  "formula": "C5H8O2",
  "method": "wB97M-V/def2-TZVPD",
  "e_homo_ev": -10.33,
  "e_lumo_ev": 0.824,
  "smiles": "C#C[C@](C)(O)CO",
  "symbols": ["C", "C", "C", "C", "O", "C", "O", "H", "H", "H", "H", "H", "H", "H", "H"],
  "positions_angstrom": [[2.511549, 0.077418, -0.202197], [1.320271, -0.105665, -0.179788], [-0.154589, -0.302385, -0.130945], [-0.459191, -1.596627, 0.646684], [-0.685605, -0.440491, -1.431182], [-0.802730, 1.010043, 0.395436], [-0.809849, 1.971441, -0.666253], [3.568809, 0.226648, -0.239746], [-1.536724, -1.756209, 0.765542], [0.021747, -1.627779, 1.630931], [-0.062618, -2.438425, 0.066214], [-0.846743, 0.490108, -1.691757], [-0.312102, 1.443015, 1.272651], [-1.854652, 0.801782, 0.614604], [0.102432, 2.247124, -0.850200]],
  "atomic_forces_ev_per_a": [[-0.5, 0.0, 0.0], [0.5, 0.1, 0.0], [0.1, 0.0, 0.2], [0.0, 0.1, 0.0], [0.0, 0.0, -0.2], [-0.1, -0.1, 0.2], [0.2, 0.1, 0.1], [-0.2, 0.0, 0.0], [0.2, 0.2, -0.1], [-0.1, 0.2, -0.2], [-0.1, 0.2, 0.1], [-0.1, -0.5, -0.3], [0.0, -0.3, 0.0], [0.2, 0.1, 0.0], [-0.2, -0.1, 0.2]],
  "lowdin_charge": [0.14, -0.07, -0.57, -0.01, -0.01, -0.16, -0.07, 0.03, 0.09, 0.09, 0.09, 0.08, 0.13, 0.13, 0.11]
}

=====

[5]
{
  "formula": "C2H3Cl2OP",
  "method": "wB97M-V/def2-TZVPD",
  "e_homo_ev": -9.28,
  "e_lumo_ev": -0.498,
  "smiles": "O=CPC(Cl)Cl",
  "symbols": ["O", "C", "P", "C", "Cl", "Cl", "H", "H", "H"],
  "positions_angstrom": [[2.761292, -1.154615, -0.365638], [2.197771, -0.262022, 0.208565], [0.371665, 0.637474, -0.148935], [-1.603174, -0.007007, -0.599012], [-2.172299, -1.463110, 0.258930], [-2.540056, 1.385455, 0.025178], [2.618911, 0.406749, 0.989246], [0.222475, 0.457064, 1.225718], [-1.856581, 0.000009, -1.594054]],
  "atomic_forces_ev_per_a": [[-0.6, 1.5, 1.2], [-1.3, -1.5, -2.1], [-0.2, -0.2, -0.1], [1.8, 0.4, 3.5], [0.4, 0.2, -0.6], [0.4, 0.0, 0.0], [0.1, -0.1, 0.0], [-0.5, 0.2, 0.4], [-0.1, -0.6, -2.3]],
  "lowdin_charge": [-0.01, -0.43, 0.86, -1.26, 0.47, 0.45, 0.07, -0.10, -0.04]
}

=====

[6]
{
  "formula": "C34H48GeN4P2Ru",
  "method": "wB97M-V/def2-TZVPD",
  "charge": 2,
  "spin_multiplicity": 5,
  "e_homo_ev": [-13.23, -14.02],
  "e_lumo_ev": [-5.799, -7.815],
  "symbols": ["Ru", "C", "C", "C", "C", "C", "C", "N", "N", "C", "C", "C", "C", "C", "C", "H", "H", "H", "H", "H", "H", "H", "H", "H", "C", "P", "C", "N", "C", "C", "C", "C", "C", "C", "N", "C", "P", "C", "C", "C", "C", "C", "C", "C", "C", "C", "H", "H", "H", "H", "H", "H", "H", "H", "H", "H", "H", "H", "H", "H", "H", "H", "H", "H", "H", "H", "H", "H", "H", "H", "H", "H", "H", "H", "C", "Ge", "C", "C", "C", "H", "H", "H", "H", "H", "H", "H", "H", "H", "H", "H"],
  "positions_angstrom": [[-0.943873, -0.655095, -0.149870], [5.045382, -2.234545, -0.104746], [4.367384, -1.031037, 0.064649], [2.989238, -1.001170, 0.009522], [2.265655, -2.183768, -0.213681], [2.955027, -3.396845, -0.385715], [4.335323, -3.410265, -0.329128], [0.896367, -2.077527, -0.225736], [0.172188, -3.218703, -0.130510], [-2.179481, -2.492043, -0.555755], [-3.486147, -2.327531, 0.037642], [-4.414842, -1.494755, -0.526832], [-4.073698, -0.764390, -1.670628], [-2.848201, -0.993408, -2.309019], [-1.900174, -1.923143, -1.858260], [6.125686, -2.256789, -0.064157], [4.920898, -0.119338, 0.245591], [2.443380, -0.079222, 0.167626], [2.427564, -4.314749, -0.613913], [4.866320, -4.341197, -0.474036], [-3.709476, -2.864984, 0.950971], [-5.394799, -1.387169, -0.081331], [-4.775088, -0.060175, -2.098213], [-2.669409, -0.491255, -3.251570], [0.906643, -1.142750, 2.891616], [-0.304516, -0.085609, 2.063967], [0.502000, 1.548016, 1.990174], [1.224448, 1.935219, 3.013320], [1.747239, 3.182548, 2.961191], [2.544102, 3.652782, 4.031983], [3.037830, 4.921741, 3.988912], [2.765076, 5.775289, 2.887220], [2.007785, 5.347566, 1.838666], [1.485192, 4.032532, 1.851116], [0.754769, 3.593523, 0.799046], [0.291857, 2.368741, 0.858371], [-0.612810, 1.661772, -0.565787], [-2.160611, 2.613350, -0.656220], [0.305116, 2.119512, -2.118005], [1.766309, 1.696268, -1.979726], [0.211356, 3.622923, -2.400814], [-0.338299, 1.346935, -3.275377], [-1.740619, 0.091154, 3.230585], [-1.318496, 0.763003, 4.539430], [-2.287834, -1.308371, 3.523648], [-2.810573, 0.939675, 2.544192], [1.119522, -0.733492, 3.878528], [1.829398, -1.160658, 2.315008], [0.524610, -2.158250, 2.985406], [2.735124, 2.989501, 4.864584], [3.644279, 5.292687, 4.804149], [3.168981, 6.778722, 2.886686], [1.793523, 5.981470, 0.988987], [-1.940184, 3.674586, -0.542595], [-2.851750, 2.299939, 0.122017], [-2.630780, 2.446572, -1.625594], [2.267434, 2.208092, -1.156062], [2.296090, 1.953426, -2.899049], [1.860974, 0.618354, -1.840350], [0.606106, 4.219645, -1.581722], [-0.811870, 3.937747, -2.606691], [0.799813, 3.835059, -3.296044], [-0.244984, 0.266545, -3.143263], [0.174844, 1.614243, -4.201277], [-1.392935, 1.597930, -3.406584], [-0.519887, 0.225635, 5.050660], [-2.183509, 0.776678, 5.206225], [-0.996641, 1.792046, 4.389495], [-1.572662, -1.923320, 4.070334], [-2.578810, -1.828985, 2.610406], [-3.179501, -1.214497, 4.146242], [-2.444875, 1.947538, 2.335096], [-3.672671, 1.037396, 3.206987], [-3.157689, 0.485134, 1.610792], [-1.047737, -4.696541, -3.027166], [-0.748717, -2.791232, -3.284487], [-1.567557, -2.176814, -4.944321], [1.149162, -2.334634, -3.326977], [-1.155156, -2.943673, 0.294031], [-0.546137, -5.252855, -3.819607], [-2.110515, -4.934870, -3.066518], [-0.645885, -5.031249, -2.071684], [-1.107923, -2.730350, -5.764634], [-1.386248, -1.116054, -5.125264], [-2.640404, -2.365730, -4.971933], [1.451176, -2.335582, -4.375103], [1.740123, -3.083071, -2.801474], [1.383887, -1.357792, -2.909662], [0.631648, -4.006370, 0.315716], [-1.432837, -3.359606, 1.256295]],
  "atomic_forces_ev_per_a": [[0.2, 0.1, 0.0], [0.0, 0.0, 0.0], [0.0, 0.0, 0.0], [0.0, 0.0, 0.0], [0.0, 0.0, 0.0], [0.0, 0.0, 0.0], [0.0, 0.0, 0.0], [0.0, 0.0, 0.1], [0.0, 0.0, 0.0], [-0.1, -0.1, 0.0], [0.0, 0.0, 0.0], [0.0, 0.0, 0.0], [0.0, 0.0, 0.0], [0.0, 0.0, 0.0], [0.1, 0.0, 0.1], [0.0, 0.0, 0.0], [0.0, 0.0, 0.0], [0.0, 0.0, 0.0], [0.0, 0.0, 0.0], [0.0, 0.0, 0.0], [0.0, 0.0, 0.0], [0.0, 0.0, 0.0], [0.0, 0.0, 0.0], [0.0, 0.0, 0.0], [0.0, 0.0, 0.0], [-0.1, 0.0, -0.2], [0.0, -0.1, 0.1], [0.0, 0.1, 0.0], [0.0, -0.1, 0.0], [0.0, 0.0, 0.0], [0.0, 0.0, 0.0], [0.0, 0.0, 0.0], [0.0, 0.0, 0.0], [0.0, 0.0, -0.1], [0.0, 0.0, 0.1], [0.0, 0.0, -0.1], [0.0, 0.1, 0.0], [0.0, 0.0, 0.0], [0.0, 0.0, 0.0], [0.0, 0.0, 0.0], [0.0, 0.0, 0.0], [0.0, 0.0, 0.0], [0.0, 0.0, 0.0], [0.0, 0.0, 0.0], [0.0, 0.0, 0.0], [0.0, 0.0, 0.0], [0.0, 0.0, 0.0], [0.0, 0.0, 0.0], [0.0, 0.0, 0.0], [0.0, 0.0, 0.0], [0.0, 0.0, 0.0], [0.0, 0.0, 0.0], [0.0, 0.0, 0.0], [0.0, 0.0, 0.0], [0.0, 0.0, 0.0], [0.0, 0.0, 0.0], [0.0, 0.0, 0.0], [0.0, 0.0, 0.0], [0.0, 0.0, 0.0], [0.0, 0.0, 0.0], [0.0, 0.0, 0.0], [0.0, 0.0, 0.0], [0.0, 0.0, 0.0], [0.0, 0.0, 0.0], [0.0, 0.0, 0.0], [0.0, 0.0, 0.0], [0.0, 0.0, 0.0], [0.0, 0.0, 0.0], [0.0, 0.0, 0.0], [0.0, 0.0, 0.0], [0.0, 0.0, 0.0], [0.0, 0.0, 0.0], [0.0, 0.0, 0.0], [0.0, 0.0, 0.0], [0.0, 0.0, 0.0], [0.0, 0.0, -0.1], [0.0, 0.0, 0.0], [0.0, -0.1, 0.0], [0.0, -0.2, 0.0], [0.0, 0.0, 0.0], [0.0, 0.0, 0.0], [0.0, 0.0, 0.0], [0.0, 0.0, 0.0], [0.0, 0.0, 0.0], [0.0, 0.0, 0.0], [0.0, 0.0, 0.0], [0.0, 0.0, 0.0], [0.0, 0.0, 0.0], [0.0, 0.0, 0.0], [0.0, 0.0, 0.0]],
  "lowdin_charge": [0.90, -0.04, -0.04, -0.05, -0.31, -0.02, -0.04, -0.01, -0.01, -0.36, -0.02, -0.04, -0.03, -0.12, -0.32, 0.12, 0.12, 0.09, 0.11, 0.12, 0.12, 0.13, 0.12, 0.09, -0.20, 0.95, -0.41, 0.16, -0.19, 0.00, -0.03, -0.03, 0.00, -0.19, 0.16, -0.40, 0.94, -0.21, -0.69, -0.08, -0.07, -0.10, -0.70, -0.07, -0.08, -0.09, 0.06, 0.03, 0.05, 0.12, 0.12, 0.12, 0.12, 0.06, 0.02, 0.05, 0.08, 0.10, 0.05, 0.07, 0.08, 0.10, 0.04, 0.11, 0.08, 0.08, 0.10, 0.08, 0.09, 0.04, 0.10, 0.08, 0.10, 0.05, -0.19, 0.85, -0.20, -0.19, -0.15, 0.04, 0.04, 0.01, 0.04, 0.02, 0.04, 0.04, 0.01, -0.01, 0.14, 0.12]
}

=====

Number 1: F_max 0.03383 Eh/bohr. Number 2: F_max 0.09425 Eh/bohr. Number 3: F_max 0.02205 Eh/bohr. Number 4: F_max 0.01146 Eh/bohr. Number 5: F_max 0.07675 Eh/bohr. Number 6: F_max 0.00461 Eh/bohr.